{
  "formula": "C5H9NO2",
  "method": "ωB97M-V/def2-TZVPD",
  "molar_mass_da": 115.132,
  "orbital_gap_ev": 8.433,
  "total_charge": 0,
  "e_lumo_ev": 0.599,
  "symbols": ["C", "C", "N", "C", "C", "C", "O", "O", "H", "H", "H", "H", "H", "H", "H", "H", "H"],
  "coordinates": [[0.66, 1.90, 0.35], [-2.05, -0.91, 0.26], [0.26, -0.03, -1.32], [1.00, -0.90, -0.51], [0.04, 0.59, -0.02], [-0.88, -0.13, 0.75], [2.29, -0.98, -0.94], [0.55, -1.84, 0.23], [2.70, -1.73, -0.48], [0.85, 0.53, -1.93], [-0.88, 0.10, 1.81], [1.11, 1.85, 1.34], [-0.07, 2.71, 0.36], [1.46, 2.17, -0.34], [-2.04, -1.91, 0.70], [-2.96, -0.40, 0.58], [-2.04, -1.02, -0.82]]
}

***

{
  "formula": "C5H9NO2",
  "method": "ωB97M-V/def2-TZVPD",
  "molar_mass_da": 115.132,
  "orbital_gap_ev": 9.931,
  "smiles": "C=C[C@@H](N)C(=O)OC",
  "total_charge": 0,
  "e_lumo_ev": 0.831,
  "symbols": ["C", "C", "C", "N", "C", "O", "O", "C", "H", "H", "H", "H", "H", "H", "H", "H", "H"],
  "coordinates": [[1.07, -1.78, 0.70], [1.46, -0.93, -0.29], [0.99, 0.45, -0.51], [0.61, 0.75, -1.82], [-0.05, 0.83, 0.52], [0.11, 1.41, 1.54], [-1.19, 0.18, 0.04], [-2.30, 0.46, 0.80], [1.52, -2.76, 0.79], [0.36, -1.31, 1.61], [2.30, -1.19, -1.04], [1.71, 1.27, -0.45], [0.01, -0.05, -2.33], [1.49, 1.24, -2.48], [-2.39, -0.18, 1.68], [-2.52, 1.44, 1.05], [-3.19, 0.15, 0.18]]
}

***

{
  "formula": "C5H9NO2PS",
  "method": "ωB97M-V/def2-TZVPD",
  "molar_mass_da": 178.173,
  "orbital_gap_ev": 6.348,
  "total_charge": -1,
  "e_lumo_ev": 3.218,
  "symbols": ["C", "C", "C", "C", "C", "N", "O", "O", "P", "S", "H", "H", "H", "H", "H", "H", "H", "H", "H"],
  "coordinates": [[-1.91, -0.84, -1.17], [-2.67, 0.39, -1.20], [-0.72, 0.32, 0.35], [-0.30, 0.05, 1.83], [2.42, -0.17, -0.50], [-0.93, -0.95, -0.38], [1.24, 2.30, 0.28], [1.49, 0.35, -1.37], [0.38, 1.55, -0.66], [-2.29, 1.24, 0.31], [-1.92, -1.58, -1.96], [-2.33, 0.98, -2.10], [-3.79, 0.52, -1.34], [-1.18, 0.10, 2.39], [0.50, 0.69, 2.03], [-0.04, -1.07, 2.02], [1.84, -0.68, 0.25], [2.86, 0.68, -0.07], [3.17, -0.74, -1.03]]
}

***

{
  "formula": "C5H9NO3",
  "method": "ωB97M-V/def2-TZVPD",
  "molar_mass_da": 131.131,
  "orbital_gap_ev": [8.701, 8.700],
  "total_charge": 0,
  "e_lumo_ev": [0.569, 0.569],
  "symbols": ["C", "C", "C", "C", "C", "N", "O", "O", "O", "H", "H", "H", "H", "H", "H", "H", "H", "H"],
  "coordinates": [[-2.27, -0.90, -0.30], [-1.73, 0.11, 0.31], [0.39, 1.00, -0.06], [2.72, 0.75, 0.12], [1.04, -1.27, -0.33], [1.35, 0.21, -0.10], [0.29, 2.16, 0.19], [-3.66, -0.99, -0.29], [-2.30, 1.21, 0.96], [-1.76, -1.48, -1.03], [3.37, -0.14, 0.48], [2.93, 1.01, -0.92], [2.67, 1.58, 0.84], [0.48, -1.20, -1.28], [1.97, -1.91, -0.37], [0.36, -1.62, 0.40], [-4.12, -0.46, 0.45], [-1.72, 1.95, 0.94]]
}

***

{
  "formula": "C5H9NO3",
  "method": "ωB97M-V/def2-TZVPD",
  "spin_multiplicity": 3,
  "molar_mass_da": 131.131,
  "orbital_gap_ev": [5.802, 8.763],
  "total_charge": 0,
  "s2": 2.016,
  "e_lumo_ev": [0.765, -1.833],
  "symbols": ["C", "C", "C", "C", "C", "N", "O", "O", "O", "H", "H", "H", "H", "H", "H", "H", "H", "H"],
  "coordinates": [[-1.35, 0.26, 0.46], [0.75, 0.01, -0.80], [0.96, -1.43, -0.50], [-2.48, 1.20, 0.38], [1.64, 0.86, 0.19], [-1.12, -0.45, 1.43], [-0.66, 0.31, -0.76], [1.06, -2.16, -1.68], [1.13, -1.95, 0.54], [1.30, 0.26, -1.76], [-2.70, 1.78, 1.26], [-3.26, 0.55, 0.08], [-2.09, 1.91, -0.40], [1.40, 1.95, 0.15], [2.71, 0.76, -0.04], [1.15, 0.63, 1.15], [1.32, -3.08, -1.33], [0.25, -1.41, 1.61]]
}

***

{
  "formula": "C5H9NO4",
  "method": "ωB97M-V/def2-TZVPD",
  "molar_mass_da": 147.130,
  "orbital_gap_ev": [8.088, 6.759],
  "total_charge": 0,
  "e_lumo_ev": [-1.500, -3.059],
  "symbols": ["C", "C", "C", "O", "C", "C", "O", "O", "N", "O", "H", "H", "H", "H", "H", "H", "H", "H", "H"],
  "coordinates": [[1.41, 1.03, -0.05], [0.27, 0.31, -0.79], [0.77, -1.20, -0.73], [-0.32, -2.03, -1.00], [0.15, 0.73, -2.34], [1.19, 1.20, -3.12], [-0.94, 0.55, -0.39], [-0.68, -0.76, 1.77], [-1.15, 0.22, 2.40], [-0.95, 0.34, 3.70], [2.36, 0.97, -0.60], [1.14, 2.09, 0.09], [1.54, 0.62, 0.97], [1.54, -1.40, -1.51], [1.12, -1.43, 0.31], [-0.03, -2.99, -1.09], [-0.91, 0.78, -2.57], [0.94, 1.52, -4.14], [2.24, 1.13, -2.79]]
}

***

{
  "formula": "C5H9NO4P",
  "method": "ωB97M-V/def2-TZVPD",
  "molar_mass_da": 178.104,
  "orbital_gap_ev": 9.058,
  "smiles": "C[C@H]1CN(C=O)[PH2]([O-])OC1=O",
  "total_charge": -1,
  "e_lumo_ev": 3.785,
  "symbols": ["C", "C", "C", "N", "C", "O", "P", "O", "O", "C", "O", "H", "H", "H", "H", "H", "H", "H", "H", "H"],
  "coordinates": [[-2.26, -1.16, 0.61], [-0.97, -0.24, 0.56], [0.26, -1.05, 0.32], [1.32, -0.17, -0.11], [1.86, -0.30, -1.36], [1.51, -1.08, -2.22], [1.41, 1.55, 0.37], [1.00, 1.57, 1.79], [-0.24, 1.70, -0.51], [-1.15, 0.82, -0.50], [-2.09, 0.78, -1.34], [-1.80, -2.11, 0.33], [-2.69, -1.14, 1.60], [-2.85, -0.83, -0.23], [-0.86, 0.41, 1.47], [0.45, -1.72, 1.19], [0.16, -1.72, -0.54], [2.49, 0.57, -1.59], [1.64, 2.70, -0.39], [2.83, 1.41, 0.56]]
}

***

{
  "formula": "C5H9NOS",
  "method": "ωB97M-V/def2-TZVPD",
  "molar_mass_da": 131.200,
  "orbital_gap_ev": [7.441, 7.741],
  "total_charge": 0,
  "e_lumo_ev": [-0.150, 0.288],
  "symbols": ["C", "C", "C", "C", "C", "N", "O", "S", "H", "H", "H", "H", "H", "H", "H", "H", "H"],
  "coordinates": [[2.31, -0.88, -0.52], [0.28, 1.28, -0.99], [1.07, 1.71, 0.16], [-1.03, 0.01, 0.38], [-2.24, -0.82, 0.37], [2.99, -1.92, -0.35], [-0.75, 0.49, -0.77], [2.65, 0.51, 0.50], [0.30, 1.45, -2.06], [1.38, -0.79, -0.91], [1.71, 2.52, -0.07], [0.75, 1.52, 1.19], [-0.23, -0.16, 0.98], [-2.53, -1.12, -0.69], [-3.03, -0.37, 0.99], [-2.18, -1.86, 0.81], [3.79, -1.83, 0.25]]
}

***

What are the energy above the lowest of the compared OMol25 structures with the same formula, charge and spin values for these records? In order: 3.1087; 3.4785; 0.1384; 5.8239; 1.5832; 9.5317; 1.0442; 5.7582 eV.